No. 1
{
  "formula": "C11H37N15O10S",
  "method": "ωB97M-V/def2-TZVPD",
  "symbols": ["N", "C", "C", "C", "S", "O", "O", "O", "C", "H", "H", "H", "H", "H", "H", "H", "H", "H", "N", "C", "N", "O", "H", "H", "H", "H", "N", "C", "N", "O", "H", "H", "H", "H", "N", "C", "N", "O", "H", "H", "H", "H", "N", "C", "N", "O", "H", "H", "H", "H", "N", "C", "N", "O", "H", "H", "H", "H", "N", "C", "N", "O", "H", "H", "H", "H", "N", "C", "N", "O", "H", "H", "H", "H"],
  "positions_angstrom": [[0.50, 2.25, 2.60], [0.09, 1.88, 1.25], [-0.24, 0.39, 1.22], [-1.41, -0.01, 2.14], [-2.76, 1.14, 2.01], [-2.77, 2.05, 3.12], [-3.97, 0.48, 1.60], [-2.33, 1.90, 0.69], [-1.10, 2.71, 0.76], [0.94, 3.17, 2.59], [1.21, 1.61, 2.92], [0.90, 2.04, 0.52], [0.64, -0.18, 1.52], [-0.48, 0.10, 0.19], [-1.14, -0.03, 3.19], [-1.79, -0.98, 1.81], [-1.30, 3.56, 1.42], [-0.98, 3.02, -0.27], [-2.04, -4.90, 0.17], [-2.69, -3.84, 0.76], [-4.00, -3.71, 0.47], [-2.10, -3.07, 1.50], [-2.49, -5.54, -0.45], [-1.07, -5.01, 0.37], [-4.48, -2.91, 0.85], [-4.49, -4.31, -0.18], [-7.43, -3.35, 1.06], [-6.67, -2.25, 0.75], [-5.88, -1.79, 1.77], [-6.67, -1.76, -0.36], [-7.46, -3.76, 1.97], [-8.02, -3.70, 0.34], [-5.32, -0.96, 1.65], [-5.90, -2.21, 2.68], [3.49, 3.10, -0.38], [3.42, 1.83, 0.14], [3.50, 0.83, -0.78], [3.30, 1.63, 1.34], [3.53, 3.29, -1.36], [3.41, 3.86, 0.27], [3.47, -0.11, -0.43], [3.66, 0.98, -1.76], [7.04, 1.23, -1.15], [6.71, 0.12, -1.87], [7.44, -1.00, -1.58], [5.82, 0.11, -2.70], [7.76, 1.23, -0.45], [6.50, 2.06, -1.30], [7.29, -1.82, -2.14], [8.22, -1.01, -0.94], [-2.64, 0.82, -2.27], [-1.52, 1.33, -2.85], [-1.57, 1.44, -4.21], [-0.52, 1.63, -2.22], [-3.47, 0.58, -2.78], [-2.66, 0.77, -1.26], [-0.77, 1.84, -4.67], [-2.38, 1.22, -4.75], [8.12, -4.98, 1.60], [7.92, -4.09, 0.59], [6.87, -3.22, 0.75], [8.62, -4.05, -0.41], [7.54, -5.02, 2.42], [8.88, -5.62, 1.50], [6.75, -2.59, -0.02], [6.27, -3.18, 1.55], [-4.57, 3.38, -0.66], [-4.23, 4.33, -1.57], [-5.14, 5.34, -1.76], [-3.19, 4.27, -2.20], [-5.42, 3.36, -0.13], [-3.87, 2.67, -0.52], [-4.91, 6.05, -2.43], [-6.00, 5.39, -1.25]],
  "relative_energy_kcal_mol": 0.0,
  "energy_ha": -2413.5729,
  "total_charge": 0,
  "homo_lumo_gap_ev": 9.31,
  "smiles": "N[C@H]1CCS(=O)(=O)OC1.NC(N)=O.NC(N)=O.NC(N)=O.NC(N)=O.NC(N)=O.NC(N)=O.NC(N)=O",
  "spin_multiplicity": 1
}

---

No. 2
{
  "formula": "CH6NP",
  "method": "ωB97M-V/def2-TZVPD",
  "symbols": ["C", "P", "H", "H", "H", "N", "H", "H", "H"],
  "positions_angstrom": [[0.23, 1.81, 0.25], [0.03, 0.61, 1.37], [1.15, 1.76, -0.32], [-0.23, 2.81, 0.17], [-0.99, 1.19, 2.30], [-0.17, -1.79, -1.11], [0.09, -1.69, -0.12], [-0.77, -2.57, -1.08], [0.66, -2.14, -1.46]],
  "relative_energy_kcal_mol": 32.8,
  "energy_ha": -437.7345,
  "total_charge": 0,
  "homo_lumo_gap_ev": 9.91,
  "smiles": "C=P.N",
  "spin_multiplicity": 1
}

---

No. 3
{
  "formula": "C4H4N2O2",
  "method": "ωB97M-V/def2-TZVPD",
  "symbols": ["C", "C", "C", "C", "H", "H", "H", "H", "N", "N", "O", "O"],
  "positions_angstrom": [[0.80, 0.14, -1.30], [-0.23, -0.49, 1.27], [-1.00, 0.39, 0.42], [-0.82, 0.17, -1.15], [2.46, -0.01, 0.55], [-0.54, -0.74, 2.31], [0.08, -1.59, 0.78], [-1.99, 0.95, 0.46], [1.19, 0.61, -0.05], [0.25, 0.88, 0.91], [1.46, -0.13, -2.28], [-1.67, -0.19, -1.91]],
  "relative_energy_kcal_mol": 154.0,
  "energy_ha": -414.6008,
  "total_charge": 0,
  "homo_lumo_gap_ev": 8.36,
  "spin_multiplicity": 1
}

---

No. 4
{
  "formula": "CrN6O18",
  "method": "ωB97M-V/def2-TZVPD",
  "symbols": ["Cr", "N", "O", "O", "O", "N", "O", "O", "O", "N", "O", "O", "O", "N", "O", "O", "O", "N", "O", "O", "O", "N", "O", "O", "O"],
  "positions_angstrom": [[0.00, 0.20, 0.01], [2.75, 2.03, 0.11], [1.58, 1.62, -0.06], [2.92, 3.18, 0.48], [3.71, 1.19, 0.02], [-2.15, 1.84, 1.83], [-1.15, 1.37, 1.25], [-3.13, 2.00, 1.20], [-2.06, 2.24, 3.00], [-2.37, -2.19, 0.54], [-3.07, -2.71, -0.26], [-1.66, -1.24, 0.21], [-2.51, -2.49, 1.71], [-1.02, 1.86, -2.49], [-0.67, 2.96, -2.05], [-1.40, 1.74, -3.62], [-0.99, 0.95, -1.69], [0.98, -2.10, -2.13], [0.93, -1.16, -1.35], [0.67, -1.97, -3.30], [1.47, -3.18, -1.82], [1.84, -1.51, 2.10], [1.60, -2.68, 1.77], [1.22, -0.64, 1.45], [2.50, -1.30, 3.07]],
  "relative_energy_kcal_mol": 20.0,
  "energy_ha": -2726.6519,
  "total_charge": -3,
  "homo_lumo_gap_ev": [6.93, 8.34],
  "spin_multiplicity": 4,
  "s2": 3.776
}

---

No. 5
{
  "formula": "C24H56N8O8",
  "method": "ωB97M-V/def2-TZVPD",
  "symbols": ["C", "O", "N", "C", "C", "H", "H", "H", "H", "H", "H", "H", "C", "O", "N", "C", "C", "H", "H", "H", "H", "H", "H", "H", "C", "O", "N", "C", "C", "H", "H", "H", "H", "H", "H", "H", "C", "O", "N", "C", "C", "H", "H", "H", "H", "H", "H", "H", "C", "O", "N", "C", "C", "H", "H", "H", "H", "H", "H", "H", "C", "O", "N", "C", "C", "H", "H", "H", "H", "H", "H", "H", "C", "O", "N", "C", "C", "H", "H", "H", "H", "H", "H", "H", "C", "O", "N", "C", "C", "H", "H", "H", "H", "H", "H", "H"],
  "positions_angstrom": [[0.50, -0.94, 4.22], [1.44, -1.62, 3.84], [0.05, -1.03, 5.48], [0.47, -2.13, 6.35], [-0.76, 0.01, 6.13], [-0.02, -0.17, 3.64], [-0.40, -2.70, 6.68], [0.99, -1.76, 7.23], [1.06, -2.90, 5.85], [-1.42, 0.65, 5.53], [-1.50, -0.45, 6.78], [-0.19, 0.70, 6.76], [6.25, 2.64, -0.89], [5.06, 3.04, -0.67], [6.55, 1.30, -0.97], [5.59, 0.23, -0.70], [7.90, 0.76, -1.16], [7.12, 3.31, -1.03], [5.48, -0.57, -1.43], [4.58, 0.62, -0.54], [5.97, -0.32, 0.16], [8.53, 1.32, -1.85], [8.41, 0.67, -0.21], [8.05, -0.23, -1.60], [-0.75, -4.97, 3.49], [-1.62, -5.66, 4.07], [-0.77, -4.45, 2.26], [0.40, -3.79, 1.71], [-1.96, -4.62, 1.54], [0.12, -4.58, 4.05], [1.28, -3.96, 2.34], [0.16, -2.73, 1.68], [0.57, -4.25, 0.74], [-2.50, -3.68, 1.43], [-1.66, -4.92, 0.54], [-2.69, -5.34, 1.92], [0.82, -1.18, -1.31], [1.65, -2.07, -1.11], [0.81, -0.11, -0.41], [-0.33, 0.78, -0.33], [1.77, 0.00, 0.64], [0.12, -1.12, -2.15], [-1.04, 0.55, -1.13], [-0.01, 1.82, -0.38], [-0.82, 0.67, 0.64], [2.29, 0.96, 0.67], [1.29, 0.00, 1.62], [2.62, -0.68, 0.56], [-1.67, -0.36, -4.56], [-0.59, 0.11, -4.31], [-1.77, -1.45, -5.30], [-3.10, -1.98, -5.56], [-0.64, -2.21, -5.80], [-2.61, 0.08, -4.20], [-3.33, -2.81, -4.90], [-3.08, -2.26, -6.61], [-3.86, -1.21, -5.47], [-0.50, -2.26, -6.88], [0.24, -1.61, -5.57], [-0.53, -3.20, -5.35], [-6.52, 0.22, -0.37], [-5.91, 0.73, 0.55], [-5.94, -0.31, -1.47], [-6.79, -0.95, -2.38], [-4.60, -0.22, -1.96], [-7.60, 0.02, -0.38], [-6.30, -1.84, -2.79], [-6.95, -0.31, -3.25], [-7.75, -1.28, -1.98], [-4.51, 0.47, -2.80], [-3.93, 0.07, -1.15], [-4.24, -1.21, -2.21], [2.62, 1.92, 4.30], [1.87, 2.88, 4.47], [3.55, 1.81, 3.32], [4.42, 0.67, 3.21], [3.73, 2.82, 2.22], [2.58, 0.96, 4.84], [5.40, 0.97, 2.83], [3.99, -0.05, 2.51], [4.52, 0.07, 4.11], [2.90, 3.51, 2.06], [4.71, 3.29, 2.23], [3.61, 2.22, 1.32], [-1.30, 3.85, -2.27], [-1.01, 2.64, -2.44], [-2.49, 4.46, -2.60], [-3.47, 3.92, -3.44], [-2.63, 5.93, -2.43], [-0.53, 4.59, -1.99], [-4.46, 3.92, -2.99], [-3.29, 2.88, -3.72], [-3.60, 4.57, -4.31], [-3.67, 6.02, -2.11], [-1.97, 6.40, -1.70], [-2.46, 6.42, -3.39]],
  "relative_energy_kcal_mol": 95.0,
  "energy_ha": -1987.6399,
  "total_charge": 1,
  "homo_lumo_gap_ev": [8.13, 3.66],
  "spin_multiplicity": 2,
  "s2": 0.771
}

---

No. 6
{
  "formula": "C3H2O",
  "method": "ωB97M-V/def2-TZVPD",
  "symbols": ["C", "C", "C", "O", "H", "H"],
  "positions_angstrom": [[-1.62, -0.17, -0.12], [-2.81, 0.31, 0.07], [-0.33, -0.42, -0.05], [0.57, 0.57, 0.00], [-0.06, -1.47, 0.10], [0.18, 1.45, -0.17]],
  "relative_energy_kcal_mol": 50.4,
  "energy_ha": -190.5821,
  "total_charge": 0,
  "homo_lumo_gap_ev": 9.04,
  "spin_multiplicity": 1
}